[1]
{"formula": "H4NPS2", "method": "ωB97M-V with the def2-TZVPD basis set", "elements": ["N", "P", "S", "S", "H", "H", "H", "H"], "positions_angstrom": [[-1.091, -0.089, -0.471], [-0.528, -0.901, 0.857], [2.242, -0.333, -0.501], [-0.266, 0.672, 2.251], [-0.731, -0.438, -1.379], [-1.807, 0.685, -0.527], [1.984, -1.165, -1.508], [0.197, 1.569, 1.279]], "mulliken_charge": [-0.38, 0.28, -0.43, -0.24, 0.25, 0.26, 0.06, 0.20], "homo_energy_ev": [-8.5, -7.9], "homo_lumo_gap_ev": [7.13, 6.13], "largest_force_ev_per_a": 2.106, "de_lowest_kcal_mol": 44.3, "charge": 0, "spin_multiplicity": 1}

[2]
{"formula": "H4NPSi", "method": "ωB97M-V with the def2-TZVPD basis set", "elements": ["H", "P", "N", "Si", "H", "H", "H"], "positions_angstrom": [[-0.686, 1.086, -1.725], [-0.589, 2.061, -0.373], [-0.110, 1.085, 0.698], [0.279, -0.637, 0.537], [-0.378, -0.904, -0.824], [1.676, -0.903, 0.270], [-0.192, -1.788, 1.418]], "mulliken_charge": [-0.01, 0.14, -0.21, 0.39, -0.13, -0.10, -0.09], "homo_energy_ev": -9.4, "homo_lumo_gap_ev": 8.68, "largest_force_ev_per_a": 2.392, "de_lowest_kcal_mol": 10.4, "smiles": "[H]/P=N\\[SiH3]", "charge": 0, "spin_multiplicity": 1}

[3]
{"formula": "H4NS", "method": "ωB97M-V with the def2-TZVPD basis set", "elements": ["N", "H", "H", "H", "S", "H"], "positions_angstrom": [[-1.188, 0.332, 0.900], [-0.339, -0.221, 1.078], [-1.504, -0.190, 0.073], [-0.720, 1.108, 0.459], [1.453, -0.272, -1.726], [2.298, -0.758, -0.784]], "mulliken_charge": [-0.78, 0.25, 0.25, 0.26, -0.91, -0.06], "homo_energy_ev": -2.6, "homo_lumo_gap_ev": 7.56, "largest_force_ev_per_a": 1.118, "de_lowest_kcal_mol": 2.4, "charge": -1, "spin_multiplicity": 1}

[4]
{"formula": "H4O2", "method": "ωB97M-V with the def2-TZVPD basis set", "elements": ["O", "H", "H", "O", "H", "H"], "positions_angstrom": [[-1.857, 1.609, -0.624], [-1.129, 1.242, -0.117], [-2.120, 2.441, -0.224], [1.873, -1.490, 0.526], [1.025, -1.424, 0.065], [2.207, -2.378, 0.375]], "mulliken_charge": [-0.64, 0.31, 0.32, -0.64, 0.31, 0.32], "homo_energy_ev": -11.7, "homo_lumo_gap_ev": 12.33, "largest_force_ev_per_a": 0.460, "de_lowest_kcal_mol": 4.9, "smiles": "O.O", "charge": 0, "spin_multiplicity": 1}

[5]
{"formula": "H4O2", "method": "ωB97M-V with the def2-TZVPD basis set", "elements": ["O", "H", "H", "O", "H", "H"], "positions_angstrom": [[-0.248, -0.663, 1.032], [-0.482, -1.535, 1.350], [-0.709, -0.062, 1.618], [0.190, 0.808, -1.589], [1.023, 1.276, -1.539], [0.227, 0.175, -0.871]], "mulliken_charge": [-0.64, 0.31, 0.32, -0.64, 0.31, 0.34], "homo_energy_ev": -11.0, "homo_lumo_gap_ev": 11.73, "largest_force_ev_per_a": 0.534, "de_lowest_kcal_mol": 0.7, "smiles": "O.O", "charge": 0, "spin_multiplicity": 1}

[6]
{"formula": "H4O2", "method": "ωB97M-V with the def2-TZVPD basis set", "elements": ["O", "H", "H", "O", "H", "H"], "positions_angstrom": [[-0.970, -1.127, 0.247], [-0.712, -0.206, 0.334], [-0.958, -1.390, 1.174], [0.881, 0.995, -0.282], [1.256, 0.711, -1.102], [1.128, 1.942, -0.130]], "mulliken_charge": [-0.63, 0.33, 0.31, -0.64, 0.31, 0.32], "homo_energy_ev": -11.0, "homo_lumo_gap_ev": 11.71, "largest_force_ev_per_a": 2.030, "de_lowest_kcal_mol": 2.6, "smiles": "O.O", "charge": 0, "spin_multiplicity": 1}

[7]
{"formula": "H4O2", "method": "ωB97M-V with the def2-TZVPD basis set", "elements": ["O", "H", "H", "O", "H", "H"], "positions_angstrom": [[-17.824, -19.590, 8.610], [-18.761, -19.768, 8.523], [-17.484, -19.648, 7.718], [-15.206, -14.424, 5.893], [-14.449, -13.838, 5.919], [-14.909, -15.218, 6.338]], "mulliken_charge": [-0.64, 0.32, 0.32, -0.64, 0.32, 0.32], "homo_energy_ev": -11.6, "homo_lumo_gap_ev": 12.51, "largest_force_ev_per_a": 0.252, "de_lowest_kcal_mol": 4.8, "smiles": "O.O", "charge": 0, "spin_multiplicity": 1}

[8]
{"formula": "H4O2", "method": "ωB97M-V with the def2-TZVPD basis set", "elements": ["O", "H", "H", "O", "H", "H"], "positions_angstrom": [[-1.681, -0.024, 0.069], [-1.258, -0.893, -0.240], [-1.031, 0.563, -0.333], [1.063, -0.103, -0.078], [1.811, -0.410, 0.454], [1.096, 0.867, 0.128]], "mulliken_charge": [-0.64, 0.32, 0.32, -0.63, 0.30, 0.32], "homo_energy_ev": -10.9, "homo_lumo_gap_ev": 11.51, "largest_force_ev_per_a": 2.379, "de_lowest_kcal_mol": 8.1, "smiles": "O.O", "charge": 0, "spin_multiplicity": 1}

[9]
{"formula": "H4O2", "method": "ωB97M-V with the def2-TZVPD basis set", "elements": ["O", "H", "H", "O", "H", "H"], "positions_angstrom": [[0.234, -1.525, -0.530], [-0.215, -1.795, -1.344], [0.121, -0.578, -0.383], [-0.394, 1.110, 0.704], [0.056, 1.659, 0.045], [0.198, 1.128, 1.508]], "mulliken_charge": [-0.65, 0.31, 0.35, -0.71, 0.34, 0.34], "homo_energy_ev": -11.0, "homo_lumo_gap_ev": 11.75, "largest_force_ev_per_a": 1.670, "de_lowest_kcal_mol": 2.9, "smiles": "O.O", "charge": 0, "spin_multiplicity": 1}

[10]
{"formula": "H4O2", "method": "ωB97M-V with the def2-TZVPD basis set", "elements": ["O", "H", "H", "O", "H", "H"], "positions_angstrom": [[-1.756, -0.008, -0.034], [-1.266, -0.700, 0.396], [-1.187, 0.763, -0.183], [1.546, -0.068, 0.014], [1.739, 0.840, 0.359], [2.397, -0.296, -0.410]], "mulliken_charge": [-0.63, 0.32, 0.31, -0.63, 0.32, 0.32], "homo_energy_ev": -11.1, "homo_lumo_gap_ev": 11.75, "largest_force_ev_per_a": 1.622, "de_lowest_kcal_mol": 4.5, "smiles": "O.O", "charge": 0, "spin_multiplicity": 1}

[11]
{"formula": "H4O2", "method": "ωB97M-V with the def2-TZVPD basis set", "elements": ["O", "H", "H", "O", "H", "H"], "positions_angstrom": [[-1.970, 0.137, -0.093], [-2.487, -0.318, 0.629], [-1.197, -0.482, -0.235], [2.181, -0.051, 0.007], [1.337, -0.234, -0.393], [2.137, 0.948, 0.085]], "mulliken_charge": [-0.65, 0.33, 0.32, -0.64, 0.30, 0.33], "homo_energy_ev": -11.7, "homo_lumo_gap_ev": 12.25, "largest_force_ev_per_a": 2.152, "de_lowest_kcal_mol": 7.9, "smiles": "O.O", "charge": 0, "spin_multiplicity": 1}

[12]
{"formula": "H4O2", "method": "ωB97M-V with the def2-TZVPD basis set", "elements": ["O", "H", "H", "O", "H", "H"], "positions_angstrom": [[-0.660, 0.857, -0.444], [-1.102, 1.119, 0.412], [-0.645, 1.618, -1.005], [0.642, -1.176, 0.666], [0.641, -0.488, -0.037], [1.125, -1.929, 0.407]], "mulliken_charge": [-0.66, 0.33, 0.31, -0.64, 0.36, 0.30], "homo_energy_ev": -10.8, "homo_lumo_gap_ev": 11.65, "largest_force_ev_per_a": 2.022, "de_lowest_kcal_mol": 4.0, "smiles": "O.O", "charge": 0, "spin_multiplicity": 1}

[13]
{"formula": "H4O4SSi", "method": "ωB97M-V with the def2-TZVPD basis set", "elements": ["O", "O", "O", "O", "Si", "S", "H", "H", "H", "H"], "positions_angstrom": [[3.639, -0.308, -0.431], [1.958, 1.174, 0.665], [0.338, -1.456, 0.590], [1.738, -1.324, 0.493], [-0.805, -0.579, -0.227], [2.212, -0.005, -0.440], [2.448, 1.110, 1.434], [-1.916, -0.747, 0.778], [-0.244, 0.841, -0.225], [-1.251, -1.042, -1.654]], "mulliken_charge": [-0.50, -0.42, -0.10, -0.16, 0.41, 0.71, 0.32, -0.08, -0.10, -0.08], "homo_energy_ev": -10.7, "homo_lumo_gap_ev": 11.04, "largest_force_ev_per_a": 4.102, "de_lowest_kcal_mol": 110.0, "charge": 0, "spin_multiplicity": 1}

[14]
{"formula": "H4OS", "method": "ωB97M-V with the def2-TZVPD basis set", "elements": ["O", "H", "H", "S", "H", "H"], "positions_angstrom": [[0.066, -1.057, -0.441], [0.669, -1.261, -1.191], [0.401, -1.608, 0.303], [0.155, 1.255, 0.758], [-0.451, 2.270, 0.114], [-0.841, 0.401, 0.457]], "mulliken_charge": [-0.62, 0.31, 0.33, -0.30, 0.12, 0.17], "homo_energy_ev": -8.9, "homo_lumo_gap_ev": 9.56, "largest_force_ev_per_a": 2.631, "de_lowest_kcal_mol": 13.8, "smiles": "O.S", "charge": 0, "spin_multiplicity": 1}

[15]
{"formula": "H4OS2", "method": "ωB97M-V with the def2-TZVPD basis set", "elements": ["S", "S", "H", "H", "O", "H", "H"], "positions_angstrom": [[-0.302, 0.746, 1.226], [-1.078, -1.116, 1.633], [0.793, 0.265, 0.600], [-1.765, -1.352, 0.496], [1.070, 0.438, -1.040], [0.267, -0.113, -1.178], [1.016, 1.131, -1.737]], "mulliken_charge": [-0.24, -0.18, 0.26, 0.13, -0.65, 0.36, 0.31], "homo_energy_ev": -9.2, "homo_lumo_gap_ev": 9.65, "largest_force_ev_per_a": 2.680, "de_lowest_kcal_mol": 15.7, "smiles": "SS.O", "charge": 0, "spin_multiplicity": 1}

[16]
{"formula": "H4OS2", "method": "ωB97M-V with the def2-TZVPD basis set", "elements": ["S", "S", "H", "H", "O", "H", "H"], "positions_angstrom": [[-5.773, -0.032, -0.465], [-4.261, -0.892, 0.705], [-5.411, -0.982, -1.323], [-4.936, -1.323, 1.778], [6.773, 1.078, 0.103], [7.463, 0.614, -0.369], [6.145, 1.538, -0.428]], "mulliken_charge": [-0.15, -0.19, 0.18, 0.16, -0.64, 0.32, 0.32], "homo_energy_ev": -9.2, "homo_lumo_gap_ev": 9.39, "largest_force_ev_per_a": 1.836, "de_lowest_kcal_mol": 10.2, "smiles": "SS.O", "charge": 0, "spin_multiplicity": 1}

[17]
{"formula": "H4OS2Si", "method": "ωB97M-V with the def2-TZVPD basis set", "elements": ["S", "O", "Si", "S", "H", "H", "H", "H"], "positions_angstrom": [[-2.278, 0.187, -0.047], [-0.765, 0.803, 0.006], [0.747, -0.641, 0.275], [2.323, 0.675, -0.203], [-2.319, -0.334, -1.269], [0.204, -1.588, -0.862], [0.335, -0.873, 1.566], [1.753, 1.770, 0.533]], "mulliken_charge": [-0.11, -0.45, 0.64, -0.28, 0.09, -0.05, -0.05, 0.21], "homo_energy_ev": -8.1, "homo_lumo_gap_ev": 7.64, "largest_force_ev_per_a": 6.254, "de_lowest_kcal_mol": 39.9, "smiles": "SO[SiH2]S", "charge": 0, "spin_multiplicity": 1}

[18]
{"formula": "H4S2", "method": "ωB97M-V with the def2-TZVPD basis set", "elements": ["S", "H", "H", "S", "H", "H"], "positions_angstrom": [[-3.948, -0.738, -1.226], [-3.800, -1.021, 0.080], [-5.183, -0.249, -1.206], [4.106, 0.084, 0.684], [5.099, 0.833, 0.139], [3.726, 1.091, 1.530]], "mulliken_charge": [-0.02, 0.26, 0.26, -0.02, 0.27, 0.26], "homo_energy_ev": [-15.6, -12.1], "homo_lumo_gap_ev": [12.98, 1.73], "largest_force_ev_per_a": 0.990, "de_lowest_kcal_mol": 7.2, "charge": 1, "spin_multiplicity": 2}

[19]
{"formula": "H4SSi", "method": "ωB97M-V with the def2-TZVPD basis set", "elements": ["Si", "S", "H", "H", "H", "H"], "positions_angstrom": [[-0.181, 1.185, -0.896], [0.651, -0.307, -1.877], [0.548, -1.414, 1.710], [0.121, 2.738, -0.634], [-1.203, 0.230, -0.325], [0.064, -2.433, 2.023]], "mulliken_charge": [0.29, -0.27, -0.08, -0.03, 0.00, 0.09], "homo_energy_ev": -8.9, "homo_lumo_gap_ev": 7.96, "largest_force_ev_per_a": 4.980, "de_lowest_kcal_mol": 91.5, "charge": 0, "spin_multiplicity": 1}

[20]
{"formula": "H50O25", "method": "ωB97M-V with the def2-TZVPD basis set", "elements": ["O", "H", "H", "O", "H", "H", "O", "H", "H", "O", "H", "H", "O", "H", "H", "O", "H", "H", "O", "H", "H", "O", "H", "H", "O", "H", "H", "O", "H", "H", "O", "H", "H", "O", "H", "H", "O", "H", "H", "O", "H", "H", "O", "H", "H", "O", "H", "H", "O", "H", "H", "O", "H", "H", "O", "H", "H", "O", "H", "H", "O", "H", "H", "O", "H", "H", "O", "H", "H", "O", "H", "H", "O", "H", "H"], "positions_angstrom": [[-0.226, -3.990, 0.785], [-0.734, -3.488, 0.148], [0.676, -3.692, 0.661], [0.704, 1.463, 2.148], [-0.053, 0.920, 1.929], [1.108, 1.664, 1.304], [-4.463, -0.020, 0.620], [-5.181, 0.460, 0.207], [-4.315, 0.435, 1.449], [-3.450, -2.834, 0.529], [-3.853, -1.974, 0.647], [-2.522, -2.646, 0.384], [2.638, -1.268, 2.615], [2.198, -0.462, 2.345], [2.531, -1.861, 1.871], [-2.714, 3.348, -3.550], [-3.331, 3.345, -4.282], [-3.267, 3.388, -2.770], [-0.029, 1.299, -2.977], [-0.007, 1.228, -2.023], [-0.941, 1.503, -3.182], [-0.839, 2.735, 0.004], [-1.768, 2.820, -0.209], [-0.398, 3.331, -0.602], [2.018, 1.240, -0.628], [2.562, 1.749, -0.026], [2.620, 0.965, -1.320], [3.405, -1.921, -1.924], [3.830, -2.499, -2.558], [2.685, -1.519, -2.411], [1.895, -2.373, 4.892], [2.168, -1.990, 4.058], [0.997, -2.066, 5.015], [-0.885, 4.372, 2.191], [-1.038, 4.273, 3.131], [-0.510, 3.534, 1.919], [-3.989, -2.382, -2.692], [-3.583, -1.795, -2.054], [-3.298, -3.004, -2.919], [0.245, -1.418, -3.750], [0.086, -1.878, -4.574], [-0.075, -0.529, -3.906], [5.390, -0.856, 3.165], [5.493, -0.136, 3.787], [4.461, -0.845, 2.937], [1.661, 1.990, -5.158], [1.115, 1.332, -4.728], [1.117, 2.777, -5.178], [-3.711, 1.988, 2.509], [-3.046, 2.042, 3.195], [-3.607, 2.797, 2.009], [-0.230, -0.496, -0.006], [0.698, -0.308, -0.151], [-0.670, 0.341, -0.153], [3.607, 1.768, 1.608], [4.496, 1.522, 1.350], [3.729, 2.357, 2.353], [-0.931, 2.486, 4.082], [-0.285, 2.037, 3.536], [-0.442, 2.752, 4.860], [-1.280, -2.159, -1.589], [-0.820, -1.985, -2.410], [-0.893, -1.547, -0.962], [4.130, 1.160, -2.919], [3.244, 1.311, -3.247], [4.490, 0.490, -3.500], [-3.382, 0.700, -1.942], [-3.788, 0.373, -1.139], [-4.081, 1.181, -2.386], [-1.684, -3.866, 3.187], [-2.257, -4.632, 3.217], [-1.317, -3.876, 2.303], [2.302, -2.964, 0.479], [2.646, -2.565, -0.320], [2.948, -3.631, 0.712]], "mulliken_charge": [-0.82, 0.40, 0.46, -0.75, 0.45, 0.04, -0.66, 0.27, 0.32, -0.60, 0.32, 0.23, -0.95, 0.41, 0.47, -0.57, 0.30, 0.27, -0.37, 0.00, 0.29, -0.35, 0.17, 0.26, -0.39, 0.29, 0.14, -0.66, 0.28, 0.29, -0.64, 0.50, 0.28, -0.66, 0.33, 0.36, -0.65, 0.35, 0.29, -0.58, 0.27, 0.32, -0.62, 0.30, 0.42, -0.64, 0.31, 0.30, -0.61, 0.27, 0.29, -0.13, 0.06, 0.04, -0.54, 0.29, 0.24, -0.60, 0.43, 0.27, -0.54, 0.28, 0.37, -0.62, 0.32, 0.30, -0.45, 0.35, 0.23, -0.60, 0.30, 0.41, -0.77, 0.34, 0.29], "homo_energy_ev": -9.6, "homo_lumo_gap_ev": 9.00, "largest_force_ev_per_a": 1.431, "de_lowest_kcal_mol": 78.1, "charge": 0, "spin_multiplicity": 1}